(1)
The following is a DFT calculation (ωB97M-V/def2-TZVPD) of a 11-piece molecular cluster, C45H109N11O7 overall at a distorted geometry.

Last column: Mulliken charge in e.
Geometry (Å):
1 C -5.47972 1.73261 1.65853  -1.470
2 C -5.55591 3.02566 2.43899  -0.329
3 N -4.77964 4.08502 1.77096  0.602
4 C -4.99335 4.30329 0.29726  -0.688
5 C -3.79203 4.93535 -0.30943  -1.035
6 C -4.70787 5.37993 2.50506  -0.271
7 C -6.03745 6.16440 2.56472  -1.298
8 H -6.11400 1.76909 0.77283  0.390
9 H -5.89771 0.93456 2.27213  0.435
10 H -4.48580 1.47560 1.29228  0.245
11 H -6.62676 3.22308 2.39010  0.208
12 H -5.23093 2.75296 3.44304  0.347
13 H -4.96506 3.33465 -0.20178  0.291
14 H -5.87279 4.89860 0.05172  0.350
15 H -3.75844 5.95244 0.08108  0.318
16 H -2.91812 4.36214 0.00011  0.188
17 H -3.85515 5.07807 -1.38819  0.348
18 H -3.85120 6.00800 2.26063  0.495
19 H -4.46242 5.03724 3.51026  -0.155
20 H -6.08351 6.97699 3.28976  0.435
21 H -6.85847 5.46361 2.71609  0.277
22 H -6.17612 6.65105 1.59930  0.320
23 C 1.61213 -0.32084 -1.52339  -0.289
24 C 1.17251 -1.02739 -0.26040  -0.600
25 N 0.41439 -0.23811 0.79730  0.832
26 C 0.36865 -0.93398 2.09203  -0.480
27 C 0.03444 -2.42730 2.01228  -0.997
28 C -0.98750 0.02294 0.32962  0.455
29 C -1.46662 1.34033 1.02048  -1.204
30 H 0.82376 0.11327 -2.13832  -0.339
31 H 1.96101 -1.06440 -2.23998  0.203
32 H 2.21871 0.58318 -1.46931  -0.141
33 H 0.76441 -2.00996 -0.49725  0.002
34 H 2.08967 -1.14041 0.31766  0.624
35 H 1.37937 -0.85983 2.49331  0.370
36 H -0.25989 -0.46350 2.84814  -0.006
37 H 0.80671 -3.08937 1.62068  0.142
38 H -0.36946 -2.89920 2.90797  0.501
39 H -0.87602 -2.61717 1.44383  0.205
40 H -1.63422 -0.85329 0.37515  0.172
41 H -0.74612 0.15988 -0.72447  -0.580
42 H -2.28903 1.78440 0.45962  0.369
43 H -0.71832 2.09418 1.26512  0.056
44 H -2.01092 1.06695 1.92441  0.590
45 C -2.87152 6.13832 5.77701  -1.389
46 C -2.31027 4.74626 5.84462  -0.313
47 N -0.89055 4.87505 5.96488  0.604
48 C -0.42987 5.24272 7.30545  -0.696
49 C 0.54120 6.39593 7.11891  -1.284
50 C -0.11262 3.81796 5.35197  -0.971
51 C -0.31715 3.92194 3.77842  -1.024
52 H -3.10015 6.51112 6.77543  0.397
53 H -3.87278 6.04645 5.35609  0.489
54 H -2.36561 6.80914 5.08264  0.276
55 H -2.82687 4.30640 6.69770  0.176
56 H -2.68049 4.21841 4.96575  0.167
57 H -1.16627 5.57466 8.03731  0.358
58 H 0.07632 4.38780 7.75377  0.442
59 H 1.05674 6.63589 6.18900  0.312
60 H 0.07931 7.35515 7.35268  0.374
61 H 1.29345 6.38481 7.90765  0.387
62 H -0.38716 2.85924 5.79197  0.517
63 H 0.90547 4.10770 5.61206  0.445
64 H -0.33004 4.96588 3.46518  0.393
65 H -1.14331 3.41846 3.27636  0.148
66 H 0.60114 3.53976 3.33259  0.263
67 C -1.43342 1.83288 -3.20411  -0.282
68 C -0.53706 2.76311 -4.02994  -0.833
69 N -0.28199 4.21933 -3.60745  -0.009
70 C 0.34729 4.35270 -2.29931  -0.548
71 C 1.64624 3.60731 -2.11776  -0.670
72 C -1.54985 4.96437 -3.66274  0.066
73 C -1.96986 5.45190 -5.00670  -1.559
74 H -2.47865 2.12743 -3.11020  0.414
75 H -0.98543 1.85459 -2.21066  -0.081
76 H -1.41028 0.80259 -3.55918  -0.005
77 H 0.36828 2.15897 -4.08889  0.362
78 H -0.86436 2.80595 -5.06875  0.350
79 H -0.34737 3.95837 -1.55766  0.168
80 H 0.52189 5.39331 -2.02592  0.556
81 H 2.17663 3.51305 -3.06533  0.350
82 H 1.54939 2.64310 -1.61875  -0.294
83 H 2.28245 4.29220 -1.55718  0.486
84 H -2.35812 4.40068 -3.19686  -0.084
85 H -1.39503 5.80737 -2.98932  0.531
86 H -2.30036 6.48322 -4.88324  0.410
87 H -1.11335 5.37460 -5.67643  0.330
88 H -2.72870 4.79595 -5.43331  0.334
89 C -3.17434 -4.03918 -0.78322  -0.515
90 C -3.16781 -5.56078 -0.82998  0.797
91 O -3.97581 -6.14098 -0.13663  -0.691
92 N -2.29578 -6.14941 -1.63164  0.020
93 C -2.13538 -7.59051 -1.74735  -0.691
94 H -2.70639 -3.76801 0.16314  0.009
95 H -4.17515 -3.67592 -1.01670  0.440
96 H -2.68621 -3.76868 -1.71951  -0.054
97 H -1.62132 -5.52001 -2.04280  0.050
98 H -2.33519 -7.96695 -2.75058  0.278
99 H -2.77890 -8.15045 -1.06878  0.391
100 H -1.08524 -7.82028 -1.56702  0.069
101 C -0.80443 -2.21145 -4.21772  0.280
102 C 0.06085 -1.61036 -5.31714  0.667
103 O 1.33202 -1.54288 -5.21046  -0.761
104 N -0.57063 -1.27923 -6.36418  -0.233
105 C 0.08348 -0.65457 -7.53055  -0.919
106 H -1.86701 -2.33404 -4.42745  0.665
107 H -0.64639 -1.68390 -3.27706  -0.372
108 H -0.46273 -3.22847 -4.02533  -0.543
109 H -1.57021 -1.33683 -6.49688  0.298
110 H 0.14134 0.43199 -7.46614  0.251
111 H -0.58059 -0.82529 -8.37789  0.378
112 H 1.04786 -1.12896 -7.71225  0.294
113 C 2.17130 -4.31741 -3.98705  -0.670
114 C 1.16841 -5.47096 -4.03380  0.457
115 O 0.32037 -5.62672 -3.12507  -0.502
116 N 1.30740 -6.22329 -5.13059  -0.141
117 C 0.32484 -7.28799 -5.45258  -0.746
118 H 3.21871 -4.56252 -3.81114  0.638
119 H 1.86625 -3.56928 -3.25537  -0.532
120 H 2.09403 -3.78524 -4.93516  0.455
121 H 1.95970 -5.98817 -5.86497  0.280
122 H 0.54934 -8.10175 -4.76303  0.169
123 H 0.47905 -7.67965 -6.45804  0.363
124 H -0.67900 -6.86478 -5.41658  0.237
125 C 0.02821 -1.15574 6.08247  -0.880
126 C 1.50384 -1.27614 5.75068  0.608
127 O 1.99819 -2.42049 5.80781  -0.685
128 N 2.24713 -0.22575 5.35820  -0.023
129 C 1.81382 1.12590 5.00496  -0.854
130 H -0.63540 -1.99113 5.85924  0.300
131 H -0.44827 -0.24098 5.72989  0.216
132 H -0.04428 -1.08328 7.16763  0.302
133 H 3.25130 -0.24550 5.25159  0.239
134 H 0.76543 1.25025 4.73383  0.021
135 H 2.47571 1.57868 4.26672  0.190
136 H 1.94673 1.83360 5.82325  0.557
137 C 4.62505 -2.92747 -1.35258  -0.342
138 C 5.14932 -4.21360 -1.02588  0.647
139 O 4.82766 -4.79536 -0.01324  -0.639
140 N 6.04727 -4.63093 -1.90633  -0.138
141 C 6.88985 -5.79790 -1.59784  -0.955
142 H 5.21213 -2.20926 -1.92495  0.452
143 H 4.22245 -2.50559 -0.43170  0.187
144 H 3.76592 -3.18952 -1.97010  -0.336
145 H 6.12321 -4.11564 -2.77166  0.216
146 H 7.07027 -6.46965 -2.43707  0.367
147 H 6.35627 -6.48531 -0.94143  0.304
148 H 7.83065 -5.64737 -1.06836  0.306
149 C 1.47806 -5.48999 0.14819  -0.373
150 C 1.91308 -6.91210 -0.06535  0.478
151 O 2.69867 -7.39217 0.79587  -0.710
152 N 1.29142 -7.64410 -0.97868  0.014
153 C 1.51792 -9.08958 -1.10893  -1.087
154 H 2.29483 -4.87304 -0.22646  0.049
155 H 1.21070 -5.30127 1.18791  0.415
156 H 0.65840 -5.02501 -0.39958  0.193
157 H 0.60888 -7.22867 -1.59646  -0.024
158 H 0.68503 -9.66484 -0.70464  0.277
159 H 2.52758 -9.24118 -0.72723  0.372
160 H 1.38218 -9.23365 -2.18081  0.304
161 C 3.54225 1.98390 0.71609  0.522
162 C 5.02330 1.72444 0.46398  0.637
163 O 5.75694 1.09111 1.25994  -0.720
164 N 5.52041 2.10357 -0.70556  -0.168
165 C 6.91042 2.04237 -1.17422  -1.011
166 H 3.16872 2.65209 -0.05985  -0.371
167 H 3.33420 2.30984 1.73520  0.290
168 H 3.17166 0.97518 0.53370  -0.401
169 H 4.88945 2.43251 -1.42234  0.208
170 H 7.54207 2.92095 -1.04306  0.312
171 H 6.89788 1.83247 -2.24375  0.322
172 H 7.47456 1.27149 -0.64927  0.346

SMILES: CCN(CC)CC.CCN(CC)CC.CCN(CC)CC.CCN(CC)CC.CNC(C)=O.CNC(C)=O.CNC(C)=O.CNC(C)=O.CNC(C)=O.CNC(C)=O.CNC(C)=O
highest occupied orbital energy: -8.136 eV
calculated total energy: -2908.82515 a.u.
ΔE to the lowest compared entry with this formula, charge and spin: 3.906 eV


(2)
The following is a DFT calculation (ωB97M-V/def2-TZVPD) of a 8-piece molecular cluster, C45H113N7O3S overall at a distorted geometry.

Last column: Mulliken charge in e.
Geometry (Å):
1 C -2.41056 2.38066 2.38340  -0.473
2 C -2.14936 3.03039 3.74421  -1.075
3 N -1.10492 2.37698 4.51556  0.960
4 C -1.49181 1.04732 5.00401  -0.494
5 C -0.24667 0.23794 5.40816  -1.140
6 C -0.73671 3.23060 5.64730  -0.618
7 C 0.11915 4.44050 5.25905  -1.285
8 H -2.88657 1.39952 2.44915  0.044
9 H -1.46396 2.23454 1.86374  -0.213
10 H -3.11140 2.96788 1.78990  0.552
11 H -1.88429 4.07088 3.55444  0.457
12 H -3.06941 3.05352 4.35407  0.336
13 H -2.26135 1.11290 5.78317  0.335
14 H -1.91949 0.50819 4.15642  0.098
15 H 0.06249 0.51358 6.41838  0.433
16 H -0.54273 -0.80826 5.48357  0.446
17 H 0.53070 0.43464 4.67876  0.071
18 H -0.20011 2.64302 6.39139  0.390
19 H -1.62920 3.60322 6.17385  0.312
20 H -0.49710 5.23041 4.83333  0.388
21 H 0.88014 4.17094 4.52345  0.140
22 H 0.68057 4.80170 6.12090  0.415
23 C 3.12989 -6.87410 5.35509  -1.413
24 C 3.71908 -6.21152 4.09830  -0.218
25 N 3.01078 -6.64760 2.89438  0.044
26 C 3.79989 -6.29490 1.69244  -0.254
27 C 4.90510 -7.33047 1.51158  -1.350
28 C 1.66381 -6.05269 2.83407  -0.857
29 C 1.58360 -4.52532 2.82915  -0.202
30 H 2.60410 -6.20762 6.03817  0.292
31 H 4.00200 -7.19857 5.93405  0.390
32 H 2.54716 -7.76275 5.13166  0.378
33 H 3.72781 -5.11376 4.19922  0.262
34 H 4.78761 -6.41140 4.02296  0.402
35 H 3.12469 -6.32569 0.83639  0.320
36 H 4.21709 -5.28326 1.75494  0.192
37 H 5.73683 -7.22964 2.20997  0.321
38 H 4.49945 -8.33352 1.64850  0.339
39 H 5.36313 -7.32474 0.51864  0.421
40 H 1.12637 -6.45477 3.69555  0.328
41 H 1.18791 -6.52318 1.97108  0.145
42 H 0.64490 -4.13062 2.44417  -0.257
43 H 2.35101 -3.97311 2.27560  0.192
44 H 1.78170 -4.13274 3.83035  0.467
45 C -3.29231 -1.75455 0.71405  -0.505
46 C -2.08120 -2.70568 0.75737  -0.535
47 N -2.31400 -4.03806 0.22484  0.230
48 C -2.65374 -4.04875 -1.19248  -1.135
49 C -1.51688 -3.57742 -2.11998  -0.464
50 C -1.19771 -4.91670 0.59170  -0.109
51 C -1.59088 -6.38406 0.38684  -1.642
52 H -4.12321 -2.11590 1.32456  0.289
53 H -3.66920 -1.59477 -0.29667  -0.092
54 H -2.95277 -0.84655 1.21802  -0.225
55 H -1.22610 -2.18752 0.29685  0.295
56 H -1.83659 -2.72967 1.82249  0.464
57 H -2.99396 -5.04877 -1.46563  0.519
58 H -3.54119 -3.44947 -1.41009  0.194
59 H -1.85023 -3.69595 -3.15405  0.504
60 H -1.30912 -2.53819 -1.87486  -0.059
61 H -0.65342 -4.23767 -2.04905  0.410
62 H -0.95054 -4.77170 1.64425  0.321
63 H -0.25715 -4.67871 0.07650  0.310
64 H -0.68068 -6.97165 0.58219  0.433
65 H -1.71310 -6.67185 -0.65970  0.421
66 H -2.40336 -6.72847 1.01522  0.256
67 C -3.43038 -0.07228 -3.70670  -0.592
68 C -2.37543 0.62359 -4.56484  -1.144
69 N -1.06768 -0.00904 -4.49444  1.102
70 C -1.09453 -1.25619 -5.25834  -0.523
71 C 0.14367 -2.09759 -5.06079  -1.436
72 C 0.00103 0.91541 -4.87767  -0.415
73 C 0.16124 1.17974 -6.38782  -1.048
74 H -3.77198 -0.99420 -4.18492  0.466
75 H -4.29528 0.55662 -3.50308  0.121
76 H -3.03032 -0.42169 -2.75218  -0.038
77 H -2.80429 0.67783 -5.58004  0.529
78 H -2.27784 1.66431 -4.24511  0.352
79 H -1.23874 -1.02782 -6.32773  0.406
80 H -2.01709 -1.80163 -5.05597  0.419
81 H 0.20650 -2.45797 -4.03269  0.191
82 H 1.06207 -1.50619 -5.15122  0.306
83 H 0.28926 -2.88373 -5.80011  0.422
84 H -0.23893 1.89326 -4.45706  -0.022
85 H 0.93662 0.60124 -4.41672  0.343
86 H -0.79415 1.52020 -6.79715  0.307
87 H 0.83771 2.00601 -6.60147  -0.067
88 H 0.48088 0.27762 -6.90700  0.321
89 C -7.53991 1.74039 -3.53294  -1.448
90 C -6.80509 1.87415 -2.20902  -0.215
91 N -6.98655 0.76222 -1.29724  0.173
92 C -6.36520 -0.47320 -1.73422  0.476
93 C -6.93702 -1.69278 -0.99746  -1.685
94 C -6.72531 1.10819 0.11552  -1.425
95 C -5.24984 1.19754 0.48343  -0.211
96 H -8.60207 1.57210 -3.36557  0.353
97 H -7.03740 1.01034 -4.16769  0.246
98 H -7.44247 2.69102 -4.06515  0.432
99 H -5.73721 2.04653 -2.44134  0.057
100 H -7.11808 2.81384 -1.74560  0.543
101 H -6.37356 -0.57203 -2.81918  0.544
102 H -5.27939 -0.45067 -1.53833  -0.403
103 H -6.55432 -1.73257 0.01989  0.227
104 H -8.02406 -1.60190 -0.94518  0.421
105 H -6.73564 -2.59991 -1.56568  0.431
106 H -7.18426 0.26761 0.63853  0.388
107 H -7.22092 2.04600 0.35251  0.527
108 H -4.71902 0.24722 0.55258  -0.032
109 H -5.22958 1.67399 1.46912  0.433
110 H -4.63163 1.82133 -0.16778  0.319
111 C 3.63415 2.74090 4.88243  -0.849
112 C 4.75143 3.32346 4.05328  -0.801
113 N 4.90438 2.55371 2.80984  0.808
114 C 5.58214 1.28254 3.04867  -0.688
115 C 5.72868 0.38239 1.83081  -1.545
116 C 5.53861 3.34325 1.75826  -0.563
117 C 4.64180 4.46143 1.22547  -1.259
118 H 3.42126 3.40491 5.73011  0.467
119 H 3.89944 1.80310 5.37188  0.375
120 H 2.69384 2.65657 4.34549  -0.099
121 H 4.53573 4.37425 3.86424  0.343
122 H 5.73354 3.30560 4.55239  0.342
123 H 6.56609 1.51475 3.49980  0.465
124 H 5.13304 0.76414 3.89903  0.381
125 H 6.03027 -0.63919 2.06013  0.397
126 H 4.80474 0.33511 1.25238  0.364
127 H 6.51680 0.75174 1.17203  0.420
128 H 5.80688 2.64267 0.96867  0.363
129 H 6.49140 3.79254 2.08621  0.218
130 H 4.62769 5.28935 1.94072  0.427
131 H 3.61361 4.10838 1.15664  0.179
132 H 5.07066 4.90012 0.32636  0.395
133 C 2.91843 4.46155 -6.82751  -1.304
134 C 3.32882 4.01936 -5.41468  -0.758
135 N 2.14396 3.88007 -4.53801  0.674
136 C 1.65105 5.21324 -4.14547  -0.466
137 C 0.25095 5.11006 -3.49636  -1.132
138 C 2.46505 3.07335 -3.35534  -0.482
139 C 3.71490 3.43420 -2.54989  -1.402
140 H 2.85016 5.54547 -6.89799  0.393
141 H 2.02304 3.97284 -7.19328  0.227
142 H 3.77900 4.16009 -7.43298  0.424
143 H 3.74874 3.01070 -5.47017  0.457
144 H 4.09456 4.66001 -4.96313  0.352
145 H 2.39535 5.71932 -3.51301  0.347
146 H 1.60273 5.81145 -5.05641  0.497
147 H 0.35643 4.84041 -2.44619  0.239
148 H -0.24208 6.07626 -3.56318  0.442
149 H -0.22349 4.27914 -4.01370  0.129
150 H 2.58804 2.03872 -3.69654  0.233
151 H 1.60977 3.01771 -2.68191  0.200
152 H 3.76094 2.86290 -1.62066  0.452
153 H 3.62522 4.46947 -2.20665  0.251
154 H 4.63017 3.26332 -3.11247  0.287
155 O 1.14047 -1.31969 2.38151  -0.479
156 S 1.42964 -0.33503 1.38443  1.006
157 O 2.39756 -0.49115 0.33367  -0.676
158 O -0.00507 0.01531 0.68635  0.136
159 C -0.03913 0.28646 -0.71289  -0.513
160 C -1.40585 0.88939 -0.95039  0.104
161 C 1.81239 1.27290 2.13368  -0.409
162 H 0.05898 -0.65001 -1.27371  0.060
163 H 0.78971 0.88251 -1.10458  0.572
164 H -2.19300 0.23112 -0.56977  -0.762
165 H -1.64767 1.05228 -1.99778  0.099
166 H -1.56078 1.80290 -0.37329  0.449
167 H 2.66613 0.99701 2.75487  0.302
168 H 1.01532 1.66509 2.76170  -0.342
169 H 2.18560 1.90558 1.33595  0.203

SMILES: CCOS(C)(=O)=O.CCN(CC)CC.CCN(CC)CC.CCN(CC)CC.CCN(CC)CC.CCN(CC)CC.CCN(CC)CC.CCN(CC)CC
highest occupied orbital energy: -8.069 eV
calculated total energy: -2789.39260 a.u.
ΔE to the lowest compared entry with this formula, charge and spin: 0.245 eV